The following is a quantum chemistry calculation of C5H14AuClInO as an isolated structure in a non-equilibrium geometry, from OMol25.

Summary:
<S²> ... 2.017
Calculated total energy ... -1060.01562 hartree
Energy above the lowest of the compared OMol25 structures with the same formula, charge and spin ... 0.0 kcal per mole
Charge ... -1
Kohn-Sham gap (spin up / spin down) ... 6.253 / 6.385 eV
2S+1 ... 3

XYZ file:
```
23
Properties=species:S:1:pos:R:3:forces:R:3:mulliken_spin:R:1
Au 0.045321 -0.330303 0.219890 1.1 0.0 0.5 0.400
Cl -0.381362 2.351401 -1.334898 0.0 0.2 -0.3 0.006
C -1.962151 -0.272289 0.757752 -2.4 -0.3 -0.6 0.601
H -2.063884 -0.765344 1.714154 -0.1 -0.1 0.1 -0.042
H -2.530216 -0.801052 -0.025646 0.1 0.1 0.2 -0.016
H -2.294480 0.764458 0.801995 0.2 0.0 0.1 -0.003
In 0.409034 0.442587 -2.674993 0.7 0.4 -1.5 -0.012
C 2.546655 0.837659 -3.299662 -0.7 0.0 0.6 0.030
C -0.841600 0.089977 -4.515840 0.0 0.2 0.8 0.055
C 0.425705 -1.407108 -1.496832 1.0 -1.3 1.7 0.682
H -1.218894 -0.945548 -4.501588 0.0 0.5 -0.1 -0.002
H -1.664424 0.818609 -4.416045 0.2 -0.4 -0.4 -0.001
H -0.234511 0.281707 -5.413956 -0.3 -0.1 0.3 0.000
H 3.193751 0.029452 -2.925602 -0.1 0.4 -0.2 -0.003
H 2.602714 0.915735 -4.393767 0.1 0.0 0.3 0.001
H 2.790079 1.796116 -2.813603 0.2 -0.3 -0.3 0.000
H -0.384556 -2.132648 -1.534815 0.1 -0.1 -0.5 -0.002
H 1.424186 -1.904212 -1.321408 -1.0 0.4 -0.8 0.010
C 0.039367 -0.007318 3.547385 -0.1 0.9 0.3 0.016
O 0.007731 0.239076 2.214852 0.7 0.3 -1.5 0.257
H 1.076954 0.286800 3.889634 -0.9 -0.6 0.6 0.005
H -0.260441 -1.045322 3.889313 0.4 0.8 -0.2 0.007
H -0.723479 0.758266 3.899880 0.8 -1.0 0.8 0.010
```
Forces are in eV/Å.